1.
The following is a quantum chemistry calculation of a structure of composition C55H45B2BrCrF8N5OPS3, from the Open Molecules 2025 dataset.

The geometry in ORCA input format:
```
! wB97M-V def2-TZVPD RIJCOSX def2/J DEFGRID3
* xyz 0 5
Cr 1.38181 -0.07778 0.47927
F 5.12085 3.25722 7.66155
C 4.40923 2.61264 6.72192
C 3.58166 1.55159 7.10353
F 3.53112 1.13684 8.36746
C 2.82592 0.85279 6.17561
F 2.15324 -0.26617 6.60714
C 2.79038 1.22110 4.82409
P 1.69055 0.40982 3.57618
C 0.12251 0.98103 4.21218
C -0.39154 2.13315 3.57723
C -1.69396 2.55126 3.82314
C -2.45207 1.87759 4.78664
C -1.92156 0.80126 5.49104
C -0.63372 0.35763 5.22149
C 1.92074 -1.30940 4.07457
C 3.26005 -1.71252 4.15695
C 3.59720 -2.96336 4.66286
C 2.59752 -3.86649 4.96674
C 1.26596 -3.47724 4.91407
C 0.93372 -2.24817 4.37220
C 3.58797 2.34250 4.45918
Br 3.61639 3.05361 2.73192
C 4.39374 3.00297 5.40230
F 5.10938 4.08041 4.99163
H 0.29285 2.69727 2.93321
H -2.10184 3.37450 3.27945
H -3.47914 2.13994 4.97982
H -2.51074 0.26586 6.22966
H -0.17723 -0.44709 5.79735
H 4.03504 -0.98783 3.90059
H 4.63473 -3.24066 4.76453
H 2.89343 -4.87657 5.24097
H 0.49682 -4.15888 5.28608
H -0.10048 -2.01341 4.20131
N -0.44714 -0.11566 0.43308
S -1.89384 0.12430 0.10239
N -2.30772 -0.31264 -1.40713
S -1.72913 0.12167 -2.85809
N -0.21859 0.60831 -3.19406
S 1.23298 0.06126 -2.79591
N 1.70882 0.02923 -1.35366
C 2.36655 1.17110 -3.60521
C 1.94976 1.91682 -4.68955
C 2.83879 2.78125 -5.30786
C 4.15344 2.84011 -4.89247
C 4.63177 2.03009 -3.85172
C 3.71270 1.23141 -3.17513
C 1.44487 -1.55657 -3.56127
C 2.06545 -1.80583 -4.78961
C 2.22449 -3.11728 -5.26118
C 1.84386 -4.19679 -4.48740
C 1.19757 -3.98619 -3.28471
C 1.03115 -2.67604 -2.80821
C -2.08255 -1.15272 -4.06613
C -2.54115 -2.44662 -3.76801
C -2.67723 -3.38759 -4.78429
C -2.35686 -3.03159 -6.10433
C -1.99280 -1.71223 -6.39774
C -1.82831 -0.79110 -5.38973
C -2.96922 1.33512 -3.33467
C -4.29796 0.87452 -3.27763
C -5.35949 1.75070 -3.46213
C -5.11243 3.11841 -3.67114
C -3.79774 3.53191 -3.86886
C -2.72615 2.65838 -3.70344
C -2.47107 1.83076 0.40641
C -3.79808 2.15890 0.80958
C -4.29923 3.44098 0.56740
C -3.44598 4.44383 0.12778
C -2.10192 4.18505 -0.08288
C -1.63559 2.86802 0.00735
C -3.03344 -0.87074 1.01524
C -2.64840 -1.39623 2.26347
C -3.53778 -2.16348 3.00881
C -4.79744 -2.43970 2.48987
C -5.21642 -1.89145 1.28588
C -4.34010 -1.09032 0.55028
H 0.91664 1.84135 -5.06834
H 2.51584 3.37714 -6.18104
H 4.80665 3.50021 -5.44233
H 5.68196 2.07132 -3.57481
H 4.01765 0.66721 -2.29731
H 2.39288 -1.01709 -5.45207
H 2.67689 -3.30615 -6.20901
H 2.03619 -5.21615 -4.83964
H 0.95985 -4.78669 -2.62343
H 0.62689 -2.57869 -1.79202
H -2.79760 -2.73164 -2.73668
H -2.98476 -4.39928 -4.57279
H -2.36677 -3.75950 -6.90535
H -1.84641 -1.41874 -7.43427
H -1.50859 0.24017 -5.56924
H -4.43942 -0.18707 -3.09170
H -6.37237 1.36933 -3.39422
H -5.90251 3.80237 -3.83187
H -3.61363 4.56692 -4.14154
H -1.68417 2.96521 -3.88591
H -4.42987 1.39743 1.29728
H -5.35017 3.67435 0.74712
H -3.84692 5.41865 -0.11854
H -1.37773 4.94710 -0.35449
H -0.58369 2.65992 -0.26260
H -1.59956 -1.29172 2.56694
H -3.26089 -2.58322 3.95763
H -5.48459 -3.05462 3.02131
H -6.19831 -2.10767 0.87606
H -4.60489 -0.74048 -0.43654
O 1.44216 2.19382 0.40497
H 1.91979 2.56351 1.18206
H 2.12218 2.29935 -0.26611
B 2.10817 -4.67555 0.50639
C 1.84589 -3.15689 0.61925
N 1.63823 -2.00980 0.78625
H 0.99287 -5.09589 0.27687
H 2.57666 -5.11211 1.51948
H 2.81951 -4.92389 -0.45270
F 3.46854 0.27359 0.73327
B 5.06420 0.08368 0.65350
F 5.41075 -0.01919 2.00553
F 5.27210 -1.02523 -0.07954
F 5.42142 1.25785 0.05291
*
```

As for the expectation value of S²: 6.0184. For the HOMO-LUMO gap (alpha / beta), the calculation gives 4.23 / 6.73 eV. The value obtained for the LUMO energy (alpha / beta) is -0.035 / -0.035 hartree.

=====

2.
The following is a quantum chemistry calculation of a structure of composition C55H46Br3N9O18, from the Open Molecules 2025 dataset.

The geometry in ORCA input format:
```
! wB97M-V def2-TZVPD RIJCOSX def2/J DEFGRID3
* xyz 0 1
C -3.74132 -2.37799 3.75584
Br -4.28247 -1.27029 2.28389
Br -2.28440 -3.53162 3.25405
Br -5.24716 -3.36431 4.45468
H -3.40725 -1.65789 4.48936
C -0.35405 -0.02636 4.18286
C -0.73148 -0.35432 5.48230
C -1.72552 0.35763 6.11923
C -2.27307 1.45384 5.48140
C -1.92766 1.79369 4.19618
C -0.88970 1.09702 3.58685
N -3.39431 2.13521 6.14480
O -3.36022 2.20273 7.36318
O -4.27091 2.57538 5.44206
H 0.38521 -0.65715 3.70619
H -0.10718 -1.04683 6.03316
H -1.95776 0.15163 7.15482
H -2.26677 2.73291 3.77380
H -0.50493 1.51142 2.66230
C -5.19672 -5.40197 1.40750
C -5.34378 -6.77856 1.32199
C -4.53170 -7.49406 0.45861
C -3.72682 -6.80158 -0.42285
C -3.63376 -5.41567 -0.40530
C -4.31819 -4.72365 0.56456
N -2.79249 -7.53960 -1.27703
O -2.25386 -6.93845 -2.18817
O -2.59981 -8.71011 -1.01221
H -5.79122 -4.77958 2.06335
H -6.10187 -7.26917 1.91696
H -4.58466 -8.57253 0.40823
H -2.94940 -4.94295 -1.09771
H -4.22921 -3.65178 0.66990
C 3.45892 0.08403 0.38575
C 4.76325 0.15158 0.86010
C 5.83567 0.13013 -0.03154
C 5.56958 0.02741 -1.38709
C 4.27232 -0.14820 -1.85296
C 3.22158 -0.00885 -0.98042
N 6.67893 -0.14921 -2.33743
O 7.80833 -0.13292 -1.87592
O 6.41504 -0.27401 -3.51081
H 2.66255 -0.07819 1.10487
H 5.00337 0.24432 1.91105
H 6.84439 0.25078 0.33528
H 4.13862 -0.22156 -2.92205
H 2.20612 -0.05759 -1.34599
C 2.15380 8.47784 2.53874
C 2.26582 7.30055 1.80213
C 1.28912 6.32719 1.85052
C 0.11973 6.60626 2.55945
C 0.01371 7.72943 3.34798
C 1.02986 8.67921 3.32621
N -0.86492 5.52281 2.67143
O -0.82045 4.62324 1.85179
O -1.66215 5.58499 3.58747
H 2.88113 9.26904 2.41824
H 3.19263 7.09910 1.27723
H 1.34432 5.44969 1.22285
H -0.91689 7.97972 3.84028
H 0.86525 9.58678 3.89027
C -0.37607 2.50209 -0.70578
C -1.39484 2.00547 0.10480
C -1.96805 0.77324 -0.10794
C -1.42092 -0.01103 -1.11892
C -0.34860 0.42395 -1.86501
C 0.15938 1.71073 -1.71456
N -1.86186 -1.40783 -1.25748
O -1.54043 -2.02514 -2.24843
O -2.51300 -1.85266 -0.32647
H -0.00877 3.51409 -0.59429
H -1.76352 2.69879 0.85225
H -2.76314 0.39137 0.51387
H 0.11701 -0.27522 -2.55357
H 0.88524 2.07767 -2.42622
C 7.19592 4.46720 -2.10846
C 6.79927 5.53281 -2.90620
C 5.44961 5.74810 -3.14490
C 4.51285 4.97723 -2.49715
C 4.89269 3.91231 -1.68619
C 6.24169 3.64838 -1.52075
N 3.08461 5.22198 -2.72328
O 2.29973 4.49603 -2.14175
O 2.76785 6.11757 -3.47956
H 8.24877 4.27007 -1.95258
H 7.52730 6.16042 -3.40080
H 5.11769 6.58045 -3.75008
H 4.16826 3.25144 -1.23220
H 6.53602 2.74947 -0.99380
C 0.16012 -4.01435 -0.28844
C 0.59510 -5.16214 -0.95502
C 1.94783 -5.42904 -1.07098
C 2.84333 -4.51447 -0.55964
C 2.45156 -3.37351 0.11969
C 1.09434 -3.09770 0.17362
N 4.28427 -4.83263 -0.63456
O 5.05608 -4.05444 -0.10316
O 4.61220 -5.83640 -1.22405
H -0.90320 -3.85247 -0.16591
H -0.16677 -5.87865 -1.23803
H 2.27553 -6.36426 -1.50024
H 3.20540 -2.68948 0.47818
H 0.75983 -2.10706 0.46934
C 0.87447 -6.11883 -5.69137
C 2.24886 -6.11696 -5.48594
C 2.84116 -5.03769 -4.85514
C 2.05900 -3.96935 -4.45319
C 0.68022 -3.99146 -4.58176
C 0.09740 -5.05535 -5.25108
N 2.69809 -2.85487 -3.75092
O 2.03001 -1.84920 -3.58424
O 3.79222 -3.03844 -3.25626
H 0.38988 -7.01772 -6.05158
H 2.83924 -6.91516 -5.91326
H 3.91722 -4.98420 -4.74964
H 0.11576 -3.16469 -4.17370
H -0.98298 -5.09230 -5.30286
C -6.07191 2.21644 -1.51069
C -5.06487 2.48524 -0.57553
C -5.37272 2.66413 0.75613
C -6.71868 2.73773 1.10429
C -7.71580 2.52699 0.18204
C -7.40137 2.17135 -1.13010
N -7.08371 3.07052 2.48967
O -6.19483 3.46768 3.21404
O -8.24619 2.93085 2.81714
H -5.75434 1.94663 -2.51108
H -4.05510 2.41366 -0.95606
H -4.61388 2.88798 1.49316
H -8.74874 2.62313 0.49169
H -8.19390 1.85289 -1.79134
*
```

For the HOMO-LUMO gap, the calculation gives 8.92 eV. The value obtained for the LUMO energy is -0.035 hartree.

=====

3.
The following is a quantum chemistry calculation of a structure of composition C55H47N8OOsP2S4Se2, from the Open Molecules 2025 dataset.

The geometry in ORCA input format:
```
! wB97M-V def2-TZVPD RIJCOSX def2/J DEFGRID3
* xyz 1 5
Os 1.88141 -0.34279 0.65402
C 3.04600 2.30806 2.33061
N 3.22719 0.98569 1.71089
C 4.43366 0.51655 1.69545
C 4.72933 -0.54871 0.82270
C 5.85381 -1.31995 0.57037
C 5.52052 -2.16243 -0.50004
C 4.21489 -1.86664 -0.86122
N 3.72424 -0.88015 -0.07242
C 2.16046 2.40159 3.54816
C 1.06456 3.25842 3.54431
C 0.35239 3.48499 4.71199
C 0.71136 2.83812 5.88479
C 1.79364 1.97165 5.88798
C 2.52073 1.76128 4.72640
H 2.65209 2.97108 1.56833
H 4.03950 2.67054 2.60882
H 5.22452 0.99196 2.26940
H 6.79123 -1.27005 1.10139
H 6.16117 -2.89151 -0.96792
H 3.63037 -2.28857 -1.66404
H 0.78634 3.75610 2.62405
H -0.48483 4.17204 4.70200
H 0.16630 3.02038 6.80173
H 2.07914 1.46878 6.80373
H 3.39269 1.11541 4.74204
Se 1.30821 4.96297 -3.11721
P -0.48959 3.89556 -2.77088
C -1.20325 3.37996 -4.35221
C -1.43348 2.06003 -4.70420
C -1.90666 1.75203 -5.97189
C -2.14255 2.76486 -6.88620
C -1.92429 4.09127 -6.53163
C -1.45451 4.40163 -5.26810
C -1.79587 4.83371 -1.93781
C -1.44307 5.78548 -0.98638
C -2.43482 6.51412 -0.35060
C -3.76932 6.30016 -0.66906
C -4.11931 5.35483 -1.62207
C -3.13373 4.61666 -2.25924
C -0.07874 2.53656 -1.62525
C 0.39733 1.23904 -1.52864
N 1.01646 1.17258 -0.30275
N 0.89996 2.33531 0.31032
N 0.25850 3.15222 -0.45078
P 0.30509 -0.26938 -2.47858
Se 0.78769 -1.88947 -1.08966
C -1.41551 -0.52741 -2.95357
C -2.37403 -0.13574 -2.01781
C -3.71333 -0.37238 -2.27179
C -4.09724 -1.00311 -3.44846
C -3.13945 -1.42505 -4.35802
C -1.79401 -1.20302 -4.10972
C 1.49050 -0.00079 -3.82629
C 1.21283 -0.03426 -5.18691
C 2.21931 0.25893 -6.09533
C 3.49227 0.58079 -5.65442
C 3.77392 0.60016 -4.29419
C 2.77673 0.31240 -3.38164
H -1.25746 1.27941 -3.98256
H -2.10064 0.72117 -6.24422
H -2.49921 2.52479 -7.87942
H -2.11767 4.88266 -7.24319
H -1.26904 5.43046 -4.98580
H -0.39778 5.94718 -0.75955
H -2.16712 7.25703 0.38920
H -4.54160 6.87823 -0.17819
H -5.15977 5.19664 -1.87418
H -3.39970 3.87931 -3.00688
H -2.07136 0.34572 -1.09554
H -4.45852 -0.06314 -1.55120
H -5.14585 -1.17585 -3.65040
H -3.44197 -1.92860 -5.26660
H -1.04910 -1.56310 -4.80682
H 0.22104 -0.26259 -5.54976
H 2.00059 0.24598 -7.15476
H 4.26508 0.83128 -6.36859
H 4.76600 0.85034 -3.94289
H 2.99508 0.34341 -2.32219
O 0.14193 -0.47548 1.55548
C -0.07489 -1.41070 2.59230
C -0.99080 -0.71110 3.59374
C -1.44097 0.56750 3.50598
C -2.31983 0.91983 4.56646
C -2.52172 -0.10204 5.43397
S -1.66463 -1.51593 4.97571
C 1.28154 -1.76884 3.20116
C 2.41171 -2.13896 2.49579
C 3.55858 -2.28097 3.33005
C 3.28458 -2.01830 4.62884
S 1.64514 -1.57842 4.86636
C -0.83600 -2.67018 2.10203
C -2.24171 -2.72582 2.08501
C -2.92105 -3.89595 1.94464
C -2.28483 -5.24480 2.09829
S -0.25020 -4.87381 4.06881
H -1.15739 1.23431 2.70523
H -2.77059 1.89656 4.66790
H -3.13357 -0.11674 6.32209
H 2.39429 -2.52628 1.47754
H 4.52538 -2.58930 2.95964
H 3.95292 -2.06697 5.47433
H -2.78562 -1.79263 2.16488
H -3.99322 -3.88941 1.80094
H -2.43267 -5.82626 1.17999
C -4.37752 -6.46138 2.93736
C -2.94531 -6.03781 3.24405
C -0.76632 -5.09448 2.32946
N -0.21694 -3.88229 1.75050
N 0.85268 -4.00208 0.92429
C 1.18864 -5.22649 0.72074
N 2.27064 -5.57275 -0.02103
S 0.19315 -6.43631 1.51364
H -4.76257 -7.08796 3.74095
H -4.42564 -7.03248 2.00840
H -5.04009 -5.60062 2.84803
H -2.33641 -6.92814 3.43497
H -2.92102 -5.42361 4.14456
H 2.62610 -4.86498 -0.64383
H 2.36451 -6.53075 -0.30826
*
```

As for the expectation value of S²: 6.0401. For the HOMO-LUMO gap (alpha / beta), the calculation gives 6.39 / 3.17 eV. The value obtained for the LUMO energy (alpha / beta) is -0.095 / -0.212 hartree.

=====

4.
The following is a quantum chemistry calculation of a structure of composition C55H48AsN3O2PRe, from the Open Molecules 2025 dataset.

The geometry in ORCA input format:
```
! wB97M-V def2-TZVPD RIJCOSX def2/J DEFGRID3
* xyz 1 2
Re 1.30298 0.47266 0.27498
O 2.96670 0.57158 -0.85316
C 3.96702 -0.22031 -1.04622
C 5.00858 0.18075 -1.91566
C 6.08367 -0.63712 -2.11334
C 6.19328 -1.89804 -1.48172
C 5.19655 -2.31797 -0.65940
C 4.05357 -1.50166 -0.42436
C 3.02557 -2.00807 0.37774
N 1.86737 -1.44701 0.68167
C 0.95901 -2.25315 1.52657
C -0.41196 -1.61612 1.45689
N -0.17639 -0.17864 1.59833
C -0.74248 0.46074 2.55692
C -0.46932 1.82982 2.91488
C -1.24071 2.43295 3.91687
C -0.98239 3.72031 4.32854
C 0.07597 4.42128 3.75313
C 0.86240 3.84807 2.77336
C 0.58898 2.55313 2.34069
O 1.36850 2.05037 1.36640
H 4.92340 1.14268 -2.40097
H 6.87566 -0.31509 -2.77749
H 7.06133 -2.51546 -1.66085
H 5.24921 -3.28579 -0.17559
H 3.18209 -3.00822 0.78120
H 1.33201 -2.23795 2.55368
H 0.93758 -3.28474 1.17309
H -1.07227 -1.98845 2.24006
H -0.88253 -1.79346 0.48979
H -1.47073 -0.07785 3.16145
H -2.05331 1.86744 4.35738
H -1.58965 4.18318 5.09334
H 0.28939 5.43053 4.08013
H 1.68614 4.38209 2.32097
C -3.11369 2.25939 -1.62590
C -4.55133 2.41462 -2.10836
As -5.61334 0.76486 -2.41192
C -5.12439 0.41894 -4.28328
C -3.80258 0.11028 -4.60487
C -3.43507 -0.22519 -5.89987
C -4.39162 -0.26500 -6.90372
C -5.71223 0.02672 -6.59682
C -6.07530 0.36285 -5.29912
C -7.30836 1.69411 -2.68742
C -7.45090 2.79031 -3.53635
C -8.66865 3.44304 -3.64530
C -9.76049 3.00766 -2.90414
C -9.63037 1.91865 -2.05779
C -8.40789 1.26609 -1.95110
P -2.78360 1.63445 0.08751
C -4.14386 2.44222 1.00076
C -5.45555 1.97530 1.08078
C -6.42674 2.71032 1.74391
C -6.10233 3.92754 2.32883
C -4.80198 4.40487 2.25179
C -3.82833 3.66122 1.60020
C -3.24242 -0.13426 0.04356
C -2.88642 -0.92293 -1.04924
C -3.06817 -2.29786 -1.03899
C -3.60212 -2.92084 0.08070
C -3.94174 -2.15375 1.18789
C -3.75161 -0.77842 1.17388
H -2.63663 3.24603 -1.63045
H -2.50903 1.66723 -2.31360
H -4.56877 3.00041 -3.02958
H -5.12986 2.96890 -1.36676
H -3.03601 0.12429 -3.84105
H -2.40144 -0.46613 -6.12107
H -4.11210 -0.52957 -7.91503
H -6.46890 -0.00851 -7.36995
H -7.11346 0.58062 -5.08270
H -6.61025 3.13153 -4.12958
H -8.76870 4.29076 -4.31088
H -10.71123 3.51715 -2.99116
H -10.47904 1.57257 -1.48207
H -8.31231 0.41122 -1.29068
H -5.73025 1.04310 0.59925
H -7.44232 2.33930 1.79066
H -6.86257 4.50291 2.84043
H -4.54457 5.35351 2.70498
H -2.80813 4.02918 1.56293
H -2.46717 -0.45951 -1.93135
H -2.80816 -2.87966 -1.91535
H -3.76460 -3.99051 0.08614
H -4.36841 -2.62755 2.06322
H -4.03425 -0.19724 2.04409
N 0.46206 1.00251 -1.25907
C 0.33109 1.02344 -2.52020
C 0.63419 -0.19166 -3.32184
C 0.43545 -1.45834 -2.77418
C 0.75821 -2.59621 -3.49456
C 1.29778 -2.48126 -4.76889
C 1.50436 -1.22459 -5.31856
C 1.16650 -0.08393 -4.60498
C -0.14477 2.28327 -3.15849
C -0.92054 2.26031 -4.31492
C -1.44394 3.43651 -4.83059
C -1.17985 4.64635 -4.20705
C -0.39164 4.67885 -3.06309
C 0.12091 3.50435 -2.53905
H -0.00137 -1.54949 -1.78549
H 0.58159 -3.57553 -3.06791
H 1.55223 -3.36804 -5.33376
H 1.93038 -1.12905 -6.30845
H 1.33358 0.89349 -5.03745
H -1.15086 1.31778 -4.79463
H -2.06457 3.40405 -5.71650
H -1.58286 5.56471 -4.61327
H -0.18041 5.62348 -2.57941
H 0.72287 3.52247 -1.63943
*
```

As for the expectation value of S²: 0.7572. For the HOMO-LUMO gap (alpha / beta), the calculation gives 6.48 / 6.22 eV. The value obtained for the LUMO energy (alpha / beta) is -0.124 / -0.133 hartree.

=====

Calculated relative energy (zero: lowest compared OMol25 entry of this formula, charge and spin) in order - 0.0; 0.0; 422.3; 126.1 kJ/mol
Calculated E_tot in order - -8474.77945; -11691.78558; -9805.99364; -5094.66073 hartree